(1)
ORCA calculation (ωB97M-V/def2-TZVPD) on a 3-piece molecular cluster, C14H26BF7O12P2 overall at a distorted geometry.

Geometry as XYZ:
```
62
C14H26BF7O12P2 (ωB97M-V/def2-TZVPD)
O 3.952 -1.178 -0.826
C 4.941 -1.235 -1.464
O 5.284 -2.423 -2.062
C 5.914 -0.074 -1.777
F 5.888 0.124 -3.114
F 7.159 -0.541 -1.521
C 5.728 1.244 -0.961
F 6.966 1.627 -0.555
F 4.997 1.130 0.162
C 5.174 2.457 -1.772
F 5.003 3.487 -0.906
F 6.073 2.887 -2.672
C 3.818 2.192 -2.526
O 3.727 2.620 -3.630
B 2.513 1.436 -1.933
O 1.947 1.728 -0.695
C 1.914 0.272 -2.853
C 0.820 -0.582 -2.153
C 0.817 -2.049 -2.693
F -0.384 -2.312 -3.376
H 5.332 -3.074 -1.344
H 2.515 1.294 -0.033
H 1.612 0.710 -3.821
H 2.793 -0.376 -3.077
H -0.166 -0.178 -2.438
H 0.959 -0.613 -1.061
H 0.836 -2.759 -1.850
H 1.644 -2.237 -3.397
C -0.214 2.018 1.697
O -0.121 2.347 3.080
P -0.400 1.102 4.184
O 0.313 0.021 3.410
O -2.012 1.103 3.909
C -2.715 2.345 4.050
O -0.646 0.160 5.564
C 0.528 -0.199 6.303
H -0.362 2.949 1.148
H 0.708 1.559 1.359
H -1.057 1.359 1.500
H -2.984 2.711 3.058
H -2.116 3.103 4.554
H -3.626 2.169 4.621
H 1.143 0.677 6.506
H 1.107 -0.939 5.751
H 0.211 -0.636 7.248
C -6.808 -1.587 -2.503
O -6.487 -1.689 -1.121
P -4.988 -1.093 -0.641
O -4.937 0.136 -1.509
O -4.190 -2.350 -1.305
C -4.603 -3.680 -0.973
O -3.637 -0.743 0.304
C -3.751 0.383 1.182
H -7.604 -2.305 -2.702
H -7.172 -0.587 -2.730
H -5.949 -1.828 -3.130
H -5.113 -4.115 -1.834
H -5.275 -3.701 -0.115
H -3.718 -4.275 -0.750
H -4.665 0.321 1.772
H -3.742 1.311 0.608
H -2.895 0.380 1.852
```

## Properties
spin multiplicity: 1
E_HOMO: -9.7248 eV
structure (SMILES): O=C(O)C(F)(F)C(F)(F)C(F)(F)C(=O)B(O)CCCF.COP(=O)(OC)OC.COP(=O)(OC)OC
ΔE to the lowest compared entry with this formula, charge and spin: 0.0000 eV
maximum force: 8.469 eV/A

(2)
ORCA calculation (ωB97M-V/def2-TZVPD) on a 2-piece molecular cluster, C5H8NO2 overall at a distorted geometry.

Geometry as XYZ:
```
16
C5H8NO2 (ωB97M-V/def2-TZVPD)
C -1.424 -0.457 1.094
C 1.048 -0.203 0.887
C -1.288 1.705 -1.875
C 1.774 -1.092 1.800
C -2.170 2.061 -2.696
N -0.196 -0.210 0.968
O 1.801 0.643 0.131
O -0.441 1.277 -1.183
H -1.816 -1.121 0.376
H -1.854 0.025 1.973
H 1.469 -2.091 1.648
H 2.824 -1.022 1.643
H 1.529 -0.886 2.838
H -1.973 2.749 -3.553
H 1.110 1.067 -0.512
H -3.206 1.932 -2.494
```

## Properties
spin multiplicity: 1
E_HOMO: -13.5287 eV
ΔE to the lowest compared entry with this formula, charge and spin: 2.0747 eV
net charge: +1
maximum force: 3.607 eV/A

(3)
ORCA calculation (ωB97M-V/def2-TZVPD) on a single C6H7NO2 molecule at a distorted geometry.

Geometry as XYZ:
```
16
C6H7NO2 (ωB97M-V/def2-TZVPD)
C -2.540 -0.675 0.124
C -1.194 -0.275 -0.003
C 0.006 -0.958 0.234
C 1.027 -0.074 -0.009
C 2.590 -0.312 0.009
O 3.097 -1.298 -0.649
O 3.449 0.550 0.504
C 0.545 1.117 -0.361
N -0.735 1.058 -0.303
H -2.765 -1.796 0.343
H -3.094 0.117 0.890
H -3.002 -0.392 -0.888
H 0.113 -2.231 0.319
H 2.839 1.178 1.039
H 1.023 2.206 -0.828
H -1.360 1.787 -0.420
```

## Properties
spin multiplicity: 1
E_HOMO: -8.4569 eV
structure (SMILES): Cc1cc(C(=O)O)c[nH]1
ΔE to the lowest compared entry with this formula, charge and spin: 2.4118 eV
maximum force: 7.395 eV/A

(4)
ORCA calculation (ωB97M-V/def2-TZVPD) on C3H5FeLiO4 as an isolated structure at a distorted geometry.

Geometry as XYZ:
```
14
C3H5FeLiO4 (ωB97M-V/def2-TZVPD)
Fe 2.274 2.185 -0.041
O 2.240 2.250 1.940
C 2.348 1.415 2.855
H 3.042 0.560 2.747
H 2.040 1.713 3.872
C 0.775 -0.447 1.571
O -0.170 0.673 1.576
C -0.565 1.199 0.460
O 0.198 1.791 -0.296
O -1.803 0.795 0.256
Li -0.305 -1.232 3.352
H 0.598 -1.252 0.829
H 1.722 -0.133 1.109
H -2.417 1.307 0.801
```

## Properties
spin multiplicity: 6
E_HOMO (spin up / spin down): -8.6366 / -11.3180 eV
⟨S²⟩: 8.7635
ΔE to the lowest compared entry with this formula, charge and spin: 4.2904 eV
net charge: +1
maximum force: 7.910 eV/A

(5)
ORCA calculation (ωB97M-V/def2-TZVPD) on a 12-piece molecular cluster, C31H89N3O12 overall at a distorted geometry.

Geometry as XYZ:
```
135
C31H89N3O12 (ωB97M-V/def2-TZVPD)
C 1.607 -25.664 -10.204
C 0.108 -25.750 -10.407
C -0.613 -24.454 -10.851
O -0.227 -26.791 -11.251
H 1.819 -24.885 -9.472
H 2.023 -25.277 -11.134
H 2.130 -26.556 -9.857
H -0.314 -25.933 -9.419
H -1.684 -24.645 -10.928
H -0.164 -24.083 -11.772
H -0.540 -23.655 -10.114
H -0.222 -27.589 -10.719
C -1.901 -26.286 -15.355
C -1.374 -24.877 -14.815
C -2.431 -24.029 -14.070
O -0.188 -24.973 -14.129
H -1.136 -26.821 -15.916
H -2.684 -26.076 -16.084
H -2.307 -26.940 -14.583
H -1.096 -24.329 -15.715
H -2.171 -22.970 -14.098
H -2.594 -24.371 -13.049
H -3.305 -24.220 -14.692
H -0.326 -25.150 -13.195
C -2.930 -19.111 -5.153
C -3.073 -18.182 -6.392
C -2.152 -16.942 -6.401
O -2.896 -19.022 -7.527
H -2.414 -20.040 -5.393
H -3.897 -19.297 -4.686
H -2.414 -18.559 -4.367
H -4.084 -17.811 -6.561
H -1.071 -17.078 -6.435
H -2.410 -16.323 -5.541
H -2.439 -16.316 -7.245
H -3.232 -18.629 -8.336
C 0.350 -20.904 -9.413
C 0.293 -20.134 -10.663
C 0.432 -20.994 -11.971
O -1.048 -19.597 -10.752
H 0.281 -20.311 -8.501
H 1.272 -21.485 -9.388
H -0.397 -21.696 -9.373
H 0.960 -19.280 -10.545
H 1.254 -21.710 -11.962
H 0.359 -20.326 -12.830
H -0.484 -21.558 -12.145
H -1.173 -19.247 -9.867
C -5.300 -16.390 -9.899
C -5.113 -17.936 -9.915
C -5.787 -18.707 -11.110
O -3.768 -18.288 -9.911
H -6.330 -16.087 -9.708
H -5.082 -16.052 -10.912
H -4.646 -15.883 -9.190
H -5.605 -18.370 -9.045
H -5.227 -18.500 -12.022
H -6.810 -18.413 -11.346
H -5.689 -19.773 -10.907
H -3.473 -17.814 -10.692
C -2.958 -18.655 -14.542
C -1.648 -17.935 -14.434
C -1.381 -16.955 -15.493
O -1.023 -17.653 -16.685
C -0.841 -16.831 -17.871
N -1.646 -17.482 -13.116
H -3.745 -17.907 -14.632
H -3.244 -19.319 -13.726
H -2.902 -19.239 -15.461
H -0.831 -18.651 -14.343
H -0.572 -16.321 -15.131
H -2.214 -16.307 -15.767
H -1.677 -16.170 -18.096
H -0.678 -17.532 -18.689
H 0.007 -16.148 -17.813
H -0.706 -17.188 -12.894
H -1.812 -18.286 -12.527
C -2.981 -22.513 -8.387
C -4.377 -23.164 -8.230
C -4.652 -23.750 -6.849
O -3.662 -24.743 -6.607
C -4.179 -26.025 -6.878
N -5.296 -22.108 -8.611
H -2.828 -21.666 -9.055
H -2.311 -23.279 -8.778
H -2.570 -22.171 -7.437
H -4.347 -23.991 -8.939
H -5.700 -24.036 -6.760
H -4.499 -23.020 -6.054
H -3.595 -26.907 -6.615
H -4.138 -26.170 -7.958
H -5.149 -26.067 -6.383
H -5.171 -21.834 -9.575
H -5.160 -21.241 -8.111
C 3.557 -21.070 -15.568
C 4.138 -21.149 -14.114
C 5.636 -21.007 -14.189
O 6.213 -21.325 -12.967
C 7.644 -21.279 -12.939
N 3.572 -20.136 -13.228
H 3.665 -20.059 -15.962
H 2.523 -21.345 -15.360
H 4.068 -21.741 -16.259
H 3.911 -22.158 -13.768
H 5.995 -20.045 -14.555
H 5.990 -21.701 -14.951
H 7.985 -21.519 -13.946
H 8.031 -21.872 -12.110
H 8.040 -20.280 -12.756
H 4.108 -20.275 -12.383
H 2.659 -20.479 -12.966
C 2.062 -19.676 -6.317
O 2.788 -20.296 -7.417
H 1.274 -20.282 -5.869
H 2.698 -19.214 -5.563
H 1.540 -18.859 -6.815
H 3.326 -21.005 -7.056
C 0.481 -16.057 -10.362
O 0.595 -15.919 -11.768
H 1.484 -16.128 -9.942
H 0.022 -15.239 -9.807
H 0.025 -17.037 -10.222
H 0.980 -15.059 -11.952
C 4.429 -18.443 -9.668
O 3.875 -19.742 -9.818
H 3.681 -17.676 -9.467
H 5.243 -18.361 -8.948
H 4.823 -18.278 -10.671
H 3.553 -19.922 -8.931
C 2.035 -17.330 -14.390
O 3.426 -17.525 -14.283
H 1.862 -16.271 -14.197
H 1.640 -17.514 -15.389
H 1.549 -17.902 -13.600
H 3.664 -18.356 -13.866
```

## Properties
spin multiplicity: 2
E_HOMO (spin up / spin down): 0.6022 / -6.8697 eV
⟨S²⟩: 0.7504
net charge: -1
maximum force: 3.679 eV/A

(6)
ORCA calculation (ωB97M-V/def2-TZVPD) on C24H32HgO3PSSeSiTe as an isolated structure.

Geometry as XYZ:
```
65
C24H32HgO3PSSeSiTe (ωB97M-V/def2-TZVPD)
Hg 0.405 0.965 1.124
C -3.326 -3.834 -3.120
Si -2.294 -4.596 -1.714
C -1.429 -6.119 -2.465
C -3.550 -5.316 -0.475
Se -0.830 -3.239 -0.796
H -3.973 -4.579 -3.597
H -2.674 -3.409 -3.885
H -3.958 -3.028 -2.741
H -2.139 -6.866 -2.836
H -0.800 -6.587 -1.706
H -0.779 -5.820 -3.290
H -4.105 -6.158 -0.901
H -4.268 -4.556 -0.160
H -3.028 -5.665 0.417
Te 0.765 2.397 4.362
C 0.375 1.249 6.063
C 0.240 -0.104 6.206
C -0.023 -0.528 7.538
C -0.086 0.506 8.417
S 0.178 2.011 7.610
H 0.317 -0.774 5.361
H -0.158 -1.563 7.824
H -0.264 0.500 9.482
C -5.767 4.439 -2.147
C -5.899 3.832 -0.906
C -4.816 3.196 -0.323
C -3.567 3.159 -0.954
C -3.446 3.789 -2.195
C -4.533 4.415 -2.782
C -2.456 2.485 -0.256
C -1.160 2.657 -0.459
C -0.379 3.544 -1.254
C -0.408 4.935 -1.030
C 0.420 5.783 -1.739
C 1.311 5.286 -2.684
C 1.360 3.914 -2.908
C 0.541 3.056 -2.202
H -6.616 4.925 -2.612
H -6.853 3.851 -0.393
H -4.925 2.727 0.648
H -2.489 3.784 -2.699
H -4.419 4.887 -3.752
H -2.783 1.802 0.523
H -1.103 5.329 -0.299
H 0.367 6.853 -1.568
H 1.963 5.957 -3.229
H 2.052 3.513 -3.639
H 0.600 1.984 -2.348
C 4.749 1.278 -0.884
O 4.182 0.283 -1.713
P 2.807 -0.473 -1.222
O 3.542 -1.452 -0.144
C 2.767 -2.447 0.534
O 2.733 -1.474 -2.498
C 1.528 -1.586 -3.257
H 5.441 1.855 -1.498
H 5.300 0.831 -0.052
H 3.990 1.953 -0.475
H 3.401 -3.328 0.635
H 1.859 -2.724 -0.007
H 2.484 -2.093 1.527
H 1.530 -2.576 -3.708
H 1.497 -0.817 -4.035
H 0.642 -1.500 -2.626
```

## Properties
spin multiplicity: 2
E_HOMO (spin up / spin down): -1.4478 / -1.4604 eV
⟨S²⟩: 0.7825
ΔE to the lowest compared entry with this formula, charge and spin: 0.2026 eV
net charge: -2
maximum force: 0.677 eV/A

(7)
ORCA calculation (ωB97M-V/def2-TZVPD) on a 2-piece molecular cluster, C3H6OS overall at a distorted geometry.

Geometry as XYZ:
```
11
C3H6OS (ωB97M-V/def2-TZVPD)
C 1.083 0.175 -0.041
C -0.312 0.771 -0.126
C -1.093 -0.260 0.397
H 0.279 -1.494 -0.995
H 1.830 0.404 -0.899
H 1.586 0.291 1.087
H -0.390 1.625 0.599
H -0.682 1.405 -1.069
H -0.494 -1.222 1.325
O 0.942 -1.301 -0.154
S -2.749 -0.395 -0.125
```

## Properties
spin multiplicity: 1
E_HOMO: -8.5184 eV
ΔE to the lowest compared entry with this formula, charge and spin: 4.5302 eV
maximum force: 7.754 eV/A

(8)
ORCA calculation (ωB97M-V/def2-TZVPD) on C33H51BiN3O2S4SbSi3 as an isolated structure.

Geometry as XYZ:
```
98
C33H51BiN3O2S4SbSi3 (ωB97M-V/def2-TZVPD)
Bi 0.383 0.806 0.665
O 0.230 -1.330 -0.243
C -0.714 -2.214 -0.413
C -0.748 -2.943 -1.628
C -1.668 -3.942 -1.866
C -2.623 -4.280 -0.911
C -2.621 -3.566 0.271
C -1.708 -2.542 0.537
C -1.932 -1.853 1.805
N -1.468 -0.736 2.190
C -1.965 -0.280 3.481
C -2.513 1.134 3.403
N -3.566 1.309 2.415
C -4.720 0.570 2.573
C -5.375 -0.170 1.572
C -6.622 -0.782 1.841
C -7.245 -1.610 0.931
C -6.630 -1.856 -0.304
C -5.414 -1.269 -0.613
C -4.747 -0.416 0.291
O -3.596 0.095 0.015
H -0.020 -2.684 -2.380
H -1.644 -4.461 -2.819
H -3.356 -5.054 -1.092
H -3.374 -3.775 1.023
H -2.654 -2.374 2.451
H -1.135 -0.289 4.198
H -2.741 -0.966 3.850
H -1.720 1.849 3.182
H -2.923 1.402 4.387
H -5.105 0.539 3.592
H -7.086 -0.591 2.805
H -8.196 -2.071 1.174
H -7.103 -2.517 -1.021
H -4.914 -1.476 -1.552
S 0.446 3.103 2.309
S -0.810 4.276 1.170
S -2.732 4.011 1.836
S -3.208 2.032 0.928
C 2.650 2.009 -3.227
Si 2.783 0.395 -2.261
C 4.464 -0.272 -2.836
C 1.582 -0.769 -3.102
C 2.640 0.516 -0.407
Si 3.722 1.910 0.228
C 5.461 1.962 -0.529
C 4.003 1.939 2.085
C 3.047 3.604 -0.239
Si 3.080 -1.168 0.322
C 2.900 -2.790 -0.606
C 4.955 -1.243 0.693
C 2.286 -1.219 2.016
C 2.603 -2.140 2.979
C 2.250 -1.966 4.330
C 1.646 -0.726 4.660
C 1.308 0.162 3.690
N 1.523 -0.088 2.352
H 2.776 1.749 -4.282
H 3.427 2.727 -2.970
H 1.686 2.503 -3.117
H 4.425 -0.360 -3.926
H 4.681 -1.259 -2.434
H 5.302 0.375 -2.577
H 1.650 -0.602 -4.182
H 0.551 -0.634 -2.786
H 1.850 -1.804 -2.897
H 6.016 1.033 -0.415
H 6.010 2.755 -0.015
H 5.435 2.215 -1.590
H 4.196 0.960 2.519
H 3.143 2.357 2.606
H 4.862 2.587 2.281
H 3.100 3.791 -1.309
H 3.659 4.360 0.263
H 2.021 3.759 0.089
H 3.525 -2.816 -1.498
H 1.881 -3.049 -0.884
H 3.282 -3.552 0.079
H 5.559 -1.191 -0.216
H 5.167 -2.202 1.175
H 5.294 -0.458 1.366
H 3.193 -3.003 2.685
H 2.490 -2.703 5.083
H 1.455 -0.454 5.692
H 0.840 1.109 3.929
C -1.438 1.083 -4.711
Sb -1.773 1.097 -2.569
C -0.947 3.088 -2.356
C -3.771 1.852 -2.752
H -1.898 1.969 -5.148
H -1.871 0.188 -5.158
H -0.368 1.086 -4.917
H -0.866 3.549 -3.341
H 0.031 3.091 -1.877
H -1.614 3.670 -1.722
H -3.815 2.540 -3.597
H -4.042 2.366 -1.832
H -4.471 1.030 -2.892
```

## Properties
spin multiplicity: 1
E_HOMO (spin up / spin down): -0.6326 / -0.3252 eV
net charge: -2
maximum force: 0.670 eV/A

(9)
ORCA calculation (ωB97M-V/def2-TZVPD) on an isolated ion of composition C13H15F2O4SSi and charge -1 at a distorted geometry.

Geometry as XYZ:
```
36
C13H15F2O4SSi (ωB97M-V/def2-TZVPD)
C 2.713 -1.907 1.189
Si 1.466 -1.116 -0.024
C 1.656 -2.049 -1.655
C -0.266 -1.291 0.759
C -1.385 -1.752 -0.217
C -2.392 -0.684 -0.610
F -1.911 0.206 -1.520
F -3.428 -1.328 -1.242
S -3.096 0.256 0.798
C -4.355 -0.779 1.760
O -5.068 -0.157 2.532
O -4.316 -1.989 1.566
C -3.729 1.970 0.276
O -4.384 2.143 -0.748
O -3.396 2.832 1.074
C 1.769 0.756 -0.210
C 1.161 1.421 -1.268
C 1.311 2.799 -1.430
C 2.077 3.481 -0.503
C 2.718 2.829 0.544
C 2.565 1.458 0.699
H 3.522 -2.438 0.664
H 3.172 -1.182 1.874
H 2.171 -2.676 1.764
H 1.247 -3.069 -1.526
H 2.706 -2.183 -1.960
H 1.101 -1.599 -2.491
H -0.478 -0.327 1.246
H -0.154 -2.015 1.582
H -1.954 -2.544 0.295
H -1.018 -2.204 -1.151
H 0.547 0.902 -2.006
H 0.825 3.316 -2.257
H 2.220 4.560 -0.586
H 3.315 3.403 1.253
H 3.067 0.959 1.528
```

## Properties
spin multiplicity: 1
E_HOMO: -5.7949 eV
net charge: -1
maximum force: 4.951 eV/A